i.
Molecular formula: C3H4S2
Method: DFT, ωB97M-V/def2-TZVPD

Each line ends with the Löwdin charge.
Positions of all 9 atoms, in Å:
S (-1.72982, -0.17354, 0.46714)  0.71
S (0.77420, -2.23174, -0.12340)  0.68
C (1.33485, 0.43933, 0.38705)  -0.23
C (-2.92067, 0.21444, -0.61078)  -0.38
C (0.40339, -0.74050, 0.26780)  -0.98
H (0.90607, 1.45590, 0.65605)  0.07
H (-2.76962, 0.28520, -1.65230)  -0.08
H (1.88371, 0.58600, -0.61000)  0.10
H (2.11791, 0.16492, 1.21844)  0.11

Output
2S+1 = 1
HOMO level = -7.88 eV

ii.
Molecular formula: C3H4S2
Method: DFT, ωB97M-V/def2-TZVPD

Each line ends with the Löwdin charge.
Positions of all 9 atoms, in Å:
S (-0.59123, 1.35019, 1.50716)  0.53
S (0.08262, -0.89220, 2.08406)  0.62
C (-0.21638, -2.00790, 0.95994)  -0.40
C (-0.17843, 1.16996, -0.11299)  -0.73
C (0.42357, 0.37285, -1.13515)  -0.04
H (0.86321, -0.52483, -0.82580)  -0.02
H (0.42475, 0.90344, -2.03316)  0.02
H (-0.21987, -2.50038, -0.02782)  0.01
H (-0.58823, 2.12888, -0.41624)  0.01

Output
2S+1 = 1
HOMO level (spin up / spin down) = -8.16 / -8.16 eV

iii.
Molecular formula: C3H4S2
Method: DFT, ωB97M-V/def2-TZVPD

Each line ends with the Löwdin charge.
Positions of all 9 atoms, in Å:
S (2.41939, -0.79502, -0.31219)  0.46
S (1.51458, 1.00888, 0.13516)  0.62
C (1.34005, -0.49004, 1.14101)  -0.81
C (-2.43717, 0.04273, -0.98884)  0.03
C (-1.58277, -0.21884, -0.19309)  -0.02
H (0.38017, 0.94974, -0.46721)  -0.16
H (-0.73320, -0.39596, 0.51940)  -0.02
H (-2.95371, 0.16824, -1.78984)  -0.05
H (2.05266, -0.26974, 1.95561)  -0.05

Output
2S+1 = 1
HOMO level = -8.39 eV

iv.
Molecular formula: C3H4S2
Method: DFT, ωB97M-V/def2-TZVPD

Each line ends with the Löwdin charge.
Positions of all 9 atoms, in Å:
S (1.05041, 1.03025, -0.41155)  0.73
S (-1.34669, -0.24260, -0.73240)  0.72
C (-0.16974, -1.32667, -0.27878)  -0.66
C (-0.60820, 1.29343, 0.24404)  -0.70
C (1.13814, -0.73869, -0.40857)  -0.53
H (-1.13747, 2.39072, 0.03172)  0.11
H (-0.44617, -2.46379, 0.35169)  0.17
H (2.24800, -1.09459, -0.21171)  0.09
H (-0.72828, 1.15194, 1.41555)  0.07

Output
2S+1 = 1
HOMO level = -8.10 eV

Stability ranking, top entry: iv; the second entry is 1.329 eV less favorable.

i.
Molecular formula: C3H4S2
Method: DFT, ωB97M-V/def2-TZVPD

Each line ends with the Löwdin charge.
Positions of all 9 atoms, in Å:
S (2.51536, -0.35109, -0.16117)  0.75
S (-2.52165, -0.48163, -0.00285)  0.50
C (0.07419, 1.07050, 0.29073)  -0.37
C (-1.17580, 0.71918, -0.37436)  -0.49
C (1.06406, -0.08951, 0.35037)  -0.77
H (-0.75872, 1.04642, -1.38257)  0.09
H (0.48098, -0.82729, 1.18426)  0.13
H (-0.10705, 1.22938, 1.37328)  0.13
H (0.71079, 1.67404, -0.15111)  0.03

Output
2S+1 = 1
HOMO level = -9.01 eV
SMILES = S=CCC=S

ii.
Molecular formula: C3H4S2
Method: DFT, ωB97M-V/def2-TZVPD

Each line ends with the Löwdin charge.
Positions of all 9 atoms, in Å:
S (1.74700, 0.63516, -0.35433)  0.83
S (0.02713, -3.13893, -0.61568)  0.69
C (0.33633, -1.70618, 0.07150)  -0.72
C (0.30140, -0.45255, -0.65365)  -0.67
C (0.01714, 0.82230, 0.06524)  -0.44
H (0.01662, -0.52532, -1.69786)  0.10
H (0.59921, -1.65072, 1.12342)  0.06
H (-0.21063, 0.77387, 1.12269)  0.08
H (-0.51592, 1.59302, -0.47438)  0.07

Output
2S+1 = 1
HOMO level = -8.94 eV
SMILES = S=C[C@H]1CS1

Stability ranking, top entry: ii; the second entry is 3.073 eV less favorable.

i.
Molecular formula: C4H12OSi2
Method: DFT, ωB97M-V/def2-TZVPD

Each line ends with the Löwdin charge.
Positions of all 19 atoms, in Å:
Si (0.72849, 0.43429, 0.69996)  0.89
Si (-1.46936, -0.58977, -0.28739)  0.31
O (-2.18294, 0.44476, 0.67323)  -0.44
C (1.56194, 0.55623, 2.37043)  -0.25
C (1.31797, 1.97063, -0.28768)  -0.27
C (-1.07902, -2.41794, 0.02704)  -0.24
C (-1.33286, -0.25672, -2.24378)  -0.21
H (2.31053, 1.74918, -0.63629)  0.01
H (2.56732, 0.20102, 2.37713)  0.02
H (-0.65521, -2.44279, 1.01053)  -0.01
H (-1.70925, 0.75001, -2.43671)  0.01
H (1.25930, 2.86352, 0.35289)  0.02
H (1.55940, 1.59960, 2.64303)  0.02
H (-0.21067, -2.73445, -0.53154)  0.02
H (0.66175, 2.21056, -1.17572)  0.04
H (-1.97962, -0.86301, -2.90873)  0.02
H (-1.94825, -3.09509, 0.02106)  0.03
H (-0.34910, -0.37980, -2.70226)  0.01
H (0.94956, -0.00023, 3.03480)  0.01

Output
2S+1 = 1
HOMO level = -8.22 eV

ii.
Molecular formula: C4H12OSi2
Method: DFT, ωB97M-V/def2-TZVPD

Each line ends with the Löwdin charge.
Positions of all 19 atoms, in Å:
Si (-0.07721, 2.00675, 0.00755)  0.56
Si (0.66490, -1.01887, 0.08466)  0.45
O (0.61895, 0.56962, 0.57006)  -0.41
C (1.60428, -1.62746, 1.60291)  -0.16
C (-3.03307, 1.49082, -0.40796)  -0.12
C (-1.94686, 1.73582, 0.27273)  -0.31
C (1.45649, -1.45077, -1.54541)  -0.23
H (0.84280, -1.15048, -2.42434)  0.03
H (-4.05958, 1.33477, -0.01760)  0.05
H (1.07479, -1.40217, 2.49268)  0.02
H (2.48478, -1.15316, 1.70738)  -0.01
H (1.28159, -2.53229, -1.54547)  0.02
H (1.85485, -2.61602, 1.68846)  0.00
H (-3.15739, 1.59453, -1.56692)  0.08
H (0.25828, 2.41328, -1.26479)  -0.06
H (2.51240, -1.20601, -1.75672)  0.03
H (0.42136, 3.00904, 0.87190)  -0.05
H (-0.61879, -1.70837, -0.20486)  0.00
H (-2.18258, 1.71098, 1.43575)  0.10

Output
2S+1 = 1
HOMO level = -10.41 eV
SMILES = C=C[SiH2]O[SiH](C)C

Stability ranking, top entry: ii; the second entry is 1.517 eV less favorable.

i.
Molecular formula: C6H11N2O
Method: DFT, ωB97M-V/def2-TZVPD

Each line ends with the Löwdin charge.
Positions of all 20 atoms, in Å:
O (1.93095, -1.69461, 0.53666)  0.22
N (0.05785, 1.30283, -0.22808)  0.15
N (2.09612, 0.40202, -0.40479)  0.18
C (1.32067, 1.47025, -0.60348)  0.02
C (-0.23261, 0.29479, 1.96233)  -0.03
C (-1.24652, -0.91737, -1.57218)  -0.10
C (1.55527, -0.64198, 0.20438)  -0.35
C (-0.10095, 0.01455, 0.48478)  -0.34
C (-1.32126, -0.78606, -0.03338)  -0.18
H (-0.41258, 2.18170, -0.10686)  0.18
H (-2.30697, -0.38106, 0.38466)  0.15
H (-1.30685, -1.86054, 0.34918)  0.15
H (3.03659, 0.21119, -0.72588)  0.20
H (0.61817, 0.84749, 2.39209)  0.10
H (1.57085, 2.25303, -1.35439)  0.19
H (-1.85906, -1.77812, -1.83420)  0.07
H (-1.16294, 0.86517, 2.10357)  0.10
H (-1.69392, -0.02766, -2.01619)  0.07
H (-0.32982, -0.59788, 2.53476)  0.09
H (-0.21297, -1.15776, -2.07299)  0.12

Output
Net charge = +1
2S+1 = 1
HOMO level = -14.49 eV
SMILES = CC[C@]1(C)[NH+]=CNC1=O

ii.
Molecular formula: C6H11N2O
Method: DFT, ωB97M-V/def2-TZVPD

Each line ends with the Löwdin charge.
Positions of all 20 atoms, in Å:
O (-1.56228, 1.58170, 1.85010)  0.19
N (-2.36989, 0.95927, -0.66264)  0.19
N (1.23443, -0.01361, 0.62578)  -0.22
C (-0.73242, 0.75807, 1.72889)  -0.18
C (-0.43197, -0.34145, -1.29388)  -0.07
C (0.26094, -0.06156, 1.64716)  -0.05
C (-1.68900, -0.17192, -0.58502)  -0.09
C (0.80328, 0.51813, -0.60365)  -0.15
C (2.33060, -0.97295, 0.55507)  -0.04
H (0.11579, -1.24778, -1.28196)  0.10
H (0.33965, -1.00792, 2.20679)  0.16
H (-2.23290, -0.90528, -0.13168)  0.12
H (2.43922, -1.44083, 1.49389)  0.07
H (3.22681, -0.71475, 0.07125)  0.07
H (-0.51615, 0.22399, -2.19800)  0.12
H (-3.36580, 0.95357, -0.54035)  0.14
H (1.62802, 0.41560, -1.38609)  0.15
H (0.41268, 1.64448, -0.36829)  0.17
H (-1.95368, 1.81389, -1.01633)  0.15
H (2.06266, -1.99064, -0.11105)  0.15

Output
Net charge = +1
2S+1 = 1
HOMO level (spin up / spin down) = -12.11 / -12.11 eV
SMILES = CN(C=C=O)CCC=[NH2+]

Stability ranking, top entry: i; the second entry is 2.490 eV less favorable.

i.
Molecular formula: H2NO2S
Method: DFT, ωB97M-V/def2-TZVPD

Each line ends with the Löwdin charge.
Positions of all 6 atoms, in Å:
S (-2.17045, -0.64004, 0.08534)  0.23
O (0.47707, -0.10848, 0.22398)  -0.24
O (2.12507, -1.48208, -0.21491)  -0.13
N (0.91011, -1.31154, -0.16312)  -0.23
H (-2.76480, 0.48567, -0.08951)  -0.37
H (-0.72944, -0.19246, 0.15309)  -0.26

Output
Net charge = -1
2S+1 = 1
HOMO level = -4.10 eV

ii.
Molecular formula: H2NO2S
Method: DFT, ωB97M-V/def2-TZVPD

Each line ends with the Löwdin charge.
Positions of all 6 atoms, in Å:
S (0.86427, -0.02128, -0.04852)  0.29
O (1.05884, -1.43305, -0.31076)  -0.50
O (2.12137, 0.77322, 0.08318)  -0.49
N (-0.17092, 0.74075, -0.85307)  -0.35
H (0.24301, -0.34062, 1.39092)  0.03
H (-1.00591, 0.01197, -0.86762)  0.02

Output
Net charge = -1
2S+1 = 1
HOMO level = -4.45 eV
SMILES = N=[S@H](=O)[O-]

Stability ranking, top entry: ii; the second entry is 0.888 eV less favorable.

i.
Molecular formula: H2NO2S
Method: DFT, ωB97M-V/def2-TZVPD

Each line ends with the Löwdin charge.
Positions of all 6 atoms, in Å:
S (0.48266, 1.91917, 0.91504)  0.45
O (-0.69315, 0.88994, 1.29514)  -0.87
O (0.01949, 0.02823, -0.98916)  -0.32
N (-0.79765, -0.42007, -0.20346)  -0.17
H (-0.39825, -1.22635, 0.53692)  0.09
H (0.66582, 1.15032, -0.22852)  -0.18

Output
Net charge = -1
2S+1 = 1
HOMO level = -2.15 eV

ii.
Molecular formula: H2NO2S
Method: DFT, ωB97M-V/def2-TZVPD

Each line ends with the Löwdin charge.
Positions of all 6 atoms, in Å:
S (-0.24102, -0.83590, 0.18598)  0.45
O (1.20434, -1.21673, 0.16393)  -0.65
O (-1.09074, -1.99833, 0.60734)  -0.66
N (0.46113, 2.77887, 0.21888)  0.10
H (-0.69128, -0.49108, -1.34144)  -0.07
H (0.35757, 1.76317, 0.16531)  -0.17

Output
Net charge = -1
2S+1 = 1
HOMO level (spin up / spin down) = -3.22 / -3.20 eV

Stability ranking, top entry: i; the second entry is 0.778 eV less favorable.